A | DFT (ωB97M-V with the def2-TZVPD basis set) results for a molecular structure, C38H37N2OP2PdS.

Last column: Mulliken charge in e.
CARTESIAN COORDINATES (ANGSTROEM)
Pd1 -0.595 0.076 0.335  -0.288
O1 0.249 -0.024 3.480  -0.710
S1 0.717 -0.075 2.109  1.052
C1 2.045 1.070 1.870  0.293
C2 3.084 1.076 2.795  -0.580
C3 4.117 1.983 2.623  -0.960
C4 4.091 2.870 1.554  -0.823
C5 3.011 2.898 0.681  -0.530
C6 1.953 2.007 0.837  -0.221
P1 0.379 2.177 -0.076  1.587
C7 0.720 2.858 -1.705  0.620
C8 0.636 2.033 -2.825  -0.209
C9 0.892 2.546 -4.088  -0.780
C10 1.231 3.885 -4.234  -0.621
C11 1.296 4.716 -3.123  -0.844
C12 1.033 4.210 -1.860  -0.369
C13 -0.538 3.440 0.826  0.913
C14 -0.135 3.924 2.068  -0.231
C15 -0.913 4.872 2.721  -0.821
C16 -2.085 5.332 2.140  -0.564
C17 -2.490 4.848 0.901  -0.748
C18 -1.723 3.901 0.245  -0.574
C19 1.307 -1.761 1.771  0.682
C20 2.606 -2.188 1.968  -0.569
C21 2.916 -3.530 1.751  -0.909
C22 1.935 -4.427 1.358  -0.871
C23 0.621 -4.000 1.173  -0.974
C24 0.297 -2.666 1.371  0.908
P2 -1.329 -1.902 1.160  0.780
C25 -2.325 -2.105 2.615  1.027
C26 -3.599 -1.533 2.657  -0.672
C27 -4.358 -1.662 3.805  -0.795
C28 -3.853 -2.359 4.898  -0.518
C29 -2.589 -2.930 4.851  -0.845
C30 -1.816 -2.806 3.709  -0.290
C31 -2.223 -2.042 -0.395  0.803
C32 -2.442 -3.187 -1.152  -0.715
C33 -3.122 -3.086 -2.358  -0.732
C34 -3.561 -1.849 -2.821  -0.684
C35 -3.327 -0.696 -2.085  -1.073
C36 -2.666 -0.779 -0.864  -0.851
H1 3.075 0.400 3.642  0.737
H2 4.940 1.999 3.325  0.461
H3 4.903 3.572 1.420  0.483
H4 2.982 3.634 -0.111  0.530
H5 0.327 0.999 -2.703  0.228
H6 0.808 1.916 -4.964  0.437
H7 1.425 4.288 -5.219  0.428
H8 1.538 5.764 -3.244  0.457
H9 1.046 4.870 -1.001  0.523
H10 0.781 3.580 2.531  0.314
H11 -0.597 5.254 3.682  0.462
H12 -2.683 6.075 2.650  0.428
H13 -3.400 5.216 0.447  0.456
H14 -2.032 3.542 -0.731  0.447
H15 3.378 -1.499 2.279  0.542
H16 3.931 -3.871 1.903  0.474
H17 2.185 -5.469 1.211  0.481
H18 -0.143 -4.716 0.899  0.564
H19 -3.999 -0.995 1.806  0.370
H20 -5.345 -1.222 3.851  0.447
H21 -4.453 -2.458 5.793  0.430
H22 -2.206 -3.473 5.704  0.443
H23 -0.827 -3.245 3.677  0.423
H24 -2.124 -4.156 -0.788  0.469
H25 -3.340 -3.981 -2.926  0.511
H26 -4.113 -1.788 -3.750  0.477
H27 -3.690 0.260 -2.437  0.539
H28 -2.617 0.159 -0.266  1.054
N1 1.776 -3.067 -5.164  -0.273
C37 2.138 -2.329 -3.892  -0.724
C38 0.912 -2.066 -3.012  -0.848
N2 1.242 -1.336 -1.796  -0.189
H29 2.597 -3.202 -5.761  0.380
H30 1.082 -2.555 -5.715  0.351
H31 1.390 -3.994 -4.969  0.356
H32 2.611 -1.398 -4.200  0.421
H33 2.877 -2.942 -3.378  0.375
H34 0.441 -3.011 -2.732  0.453
H35 0.168 -1.494 -3.575  0.427
H36 1.758 -0.487 -2.002  0.223
H37 1.810 -1.897 -1.169  0.135

- Net charge: +3

B | DFT (ωB97M-V with the def2-TZVPD basis set) results for a molecular structure, C38H37N2OP2PdS.

Last column: Mulliken charge in e.
CARTESIAN COORDINATES (ANGSTROEM)
Pd1 -0.539 0.263 -0.294  0.252
O1 -0.431 -1.243 2.694  -0.701
S1 -0.631 -0.019 1.937  1.279
C1 -2.088 0.827 2.490  0.256
C2 -2.321 0.959 3.853  -0.509
C3 -3.486 1.587 4.265  -0.993
C4 -4.403 2.043 3.325  -0.805
C5 -4.191 1.838 1.968  -0.637
C6 -3.034 1.202 1.530  -0.402
P1 -2.806 0.622 -0.182  1.699
C7 -3.677 1.707 -1.320  0.583
C8 -2.966 2.609 -2.111  -0.103
C9 -3.641 3.456 -2.978  -0.745
C10 -5.026 3.406 -3.058  -0.651
C11 -5.738 2.494 -2.289  -0.808
C12 -5.068 1.639 -1.428  -0.420
C13 -3.637 -0.975 -0.262  0.838
C14 -4.130 -1.622 0.868  -0.228
C15 -4.743 -2.862 0.738  -0.807
C16 -4.865 -3.451 -0.511  -0.612
C17 -4.370 -2.808 -1.641  -0.771
C18 -3.756 -1.574 -1.519  -0.582
C19 0.796 1.057 2.218  1.043
C20 0.881 1.994 3.227  -0.602
C21 2.045 2.750 3.361  -0.893
C22 3.113 2.549 2.503  -0.927
C23 3.041 1.578 1.506  -0.870
C24 1.882 0.828 1.344  0.899
P2 1.720 -0.450 0.059  -0.586
C25 1.677 -2.160 0.557  1.400
C26 1.130 -3.123 -0.292  -0.576
C27 1.148 -4.447 0.105  -0.812
C28 1.714 -4.808 1.324  -0.590
C29 2.274 -3.846 2.152  -0.659
C30 2.272 -2.515 1.767  -0.485
C31 1.765 -0.010 -1.696  1.263
C32 2.891 0.523 -2.325  -0.794
C33 2.852 0.806 -3.682  -0.725
C34 1.697 0.566 -4.423  -0.713
C35 0.568 0.048 -3.807  -1.165
C36 0.599 -0.256 -2.450  -0.466
H1 -1.614 0.569 4.576  0.707
H2 -3.681 1.717 5.321  0.467
H3 -5.310 2.531 3.656  0.478
H4 -4.942 2.149 1.253  0.547
H5 -1.880 2.605 -2.081  0.012
H6 -3.093 4.146 -3.606  0.437
H7 -5.552 4.064 -3.737  0.429
H8 -6.816 2.441 -2.369  0.455
H9 -5.625 0.907 -0.855  0.517
H10 -4.049 -1.173 1.850  0.318
H11 -5.132 -3.361 1.614  0.474
H12 -5.353 -4.412 -0.609  0.442
H13 -4.474 -3.266 -2.616  0.466
H14 -3.389 -1.067 -2.407  0.497
H15 0.047 2.163 3.895  0.509
H16 2.112 3.489 4.149  0.477
H17 4.022 3.123 2.626  0.512
H18 3.903 1.392 0.878  0.542
H19 0.702 -2.855 -1.250  0.338
H20 0.721 -5.203 -0.540  0.459
H21 1.727 -5.847 1.622  0.436
H22 2.726 -4.132 3.092  0.449
H23 2.715 -1.767 2.413  0.449
H24 3.807 0.674 -1.768  0.494
H25 3.742 1.175 -4.176  0.520
H26 1.691 0.754 -5.488  0.485
H27 -0.324 -0.163 -4.383  0.568
H28 -0.300 -0.771 -2.058  0.549
N1 1.689 5.844 -2.809  -0.267
C37 0.946 5.238 -1.635  -0.786
C38 0.971 3.707 -1.670  -0.767
N2 0.245 3.112 -0.555  -0.212
H29 1.627 6.866 -2.796  0.383
H30 1.305 5.529 -3.704  0.348
H31 2.682 5.601 -2.797  0.355
H32 -0.071 5.624 -1.686  0.432
H33 1.422 5.627 -0.737  0.390
H34 2.003 3.348 -1.639  0.434
H35 0.540 3.344 -2.608  0.414
H36 -0.690 3.502 -0.479  0.241
H37 0.719 3.284 0.327  0.124

- Net charge: +3

Energy relative to the most stable one, in eV: A 0.000; B 0.679

A | DFT (ωB97M-V with the def2-TZVPD basis set) results for 2 unconnected molecules or ions with the total composition C2H5BrClN.

Last column: natural (NBO) charge in e.
CARTESIAN COORDINATES (ANGSTROEM)
C1 -0.497 0.959 -0.046  -0.447
N1 -0.025 -0.416 -0.083  -0.422
C2 -0.829 -1.358 -0.039  0.072
Cl1 -0.340 -2.947 -0.093  0.040
H1 -1.534 1.218 0.013  0.191
H2 -0.151 1.472 0.757  0.215
H3 0.028 1.434 -0.801  0.217
H4 -1.887 -1.326 0.184  0.175
Br1 3.244 0.903 0.226  -0.295
H5 1.990 0.062 -0.118  0.253

- Net charge: 0
- SMILES: C/N=C/Cl.Br

B | DFT (ωB97M-V with the def2-TZVPD basis set) results for a molecular structure, C2H5BrClN.

Last column: natural (NBO) charge in e.
CARTESIAN COORDINATES (ANGSTROEM)
C1 1.450 0.192 -0.077  -0.448
C2 -1.436 -0.143 0.408  -0.287
N1 0.348 -0.619 -0.486  -0.603
Cl1 -2.276 -1.493 -0.099  0.085
Br1 -2.187 1.481 -0.072  0.103
H1 1.008 0.602 0.837  0.199
H2 2.366 -0.401 0.263  0.197
H3 1.793 0.961 -0.807  0.184
H4 -1.102 -0.053 1.481  0.224
H5 0.036 -0.526 -1.449  0.346

- Net charge: 0

Energy relative to the most stable one, in eV: A 0.000; B 1.937

A | DFT (ωB97M-V with the def2-TZVPD basis set) results for a gas-phase ion, C6H11N2S (charge +1).

Last column: natural (NBO) charge in e.
CARTESIAN COORDINATES (ANGSTROEM)
C1 0.049 -1.158 1.491  0.227
C2 -0.874 -0.792 0.397  0.180
C3 2.034 0.258 1.237  -0.146
C4 -0.852 -1.870 -0.666  -0.697
C5 -2.666 0.564 -0.420  -0.453
C6 3.014 2.419 0.076  -0.747
N1 -1.647 0.200 0.496  -0.329
N2 1.203 -0.651 1.834  -0.486
S1 1.549 1.788 0.935  0.590
H1 -0.223 -2.086 1.985  0.231
H2 -1.475 -2.705 -0.343  0.252
H3 -1.252 -1.492 -1.604  0.253
H4 0.158 -2.238 -0.835  0.235
H5 -3.622 0.284 0.029  0.241
H6 -2.655 1.652 -0.490  0.232
H7 -2.597 0.121 -1.417  0.189
H8 3.715 1.605 -0.077  0.267
H9 3.459 3.200 0.689  0.255
H10 2.705 2.849 -0.871  0.253
H11 1.711 -1.165 2.562  0.454

- Net charge: +1

B | DFT (ωB97M-V with the def2-TZVPD basis set) results for a gas-phase ion, C6H11N2S (charge +1).

Last column: natural (NBO) charge in e.
CARTESIAN COORDINATES (ANGSTROEM)
C1 1.696 0.435 -0.622  -0.111
C2 1.194 1.216 0.268  -0.143
C3 -0.719 -0.037 1.162  0.367
C4 -0.373 -1.015 -0.967  0.110
C5 -0.067 -2.346 -1.570  -0.709
C6 -0.415 2.218 1.759  -0.428
N1 -0.103 1.110 1.042  -0.336
N2 -0.602 -1.093 0.375  -0.590
S1 -1.307 0.235 -1.837  0.087
H1 2.580 0.287 -1.118  0.218
H2 1.681 2.057 0.620  0.223
H3 -1.502 -0.354 1.978  0.235
H4 -0.374 -3.135 -0.937  0.227
H5 1.068 -2.636 -1.569  0.270
H6 -0.511 -2.524 -2.624  0.267
H7 0.184 3.103 1.431  0.240
H8 -1.402 2.468 1.665  0.230
H9 -0.270 2.242 2.857  0.232
H10 -0.987 -2.079 0.809  0.446
H11 -0.476 0.287 -2.882  0.165

- Net charge: +1

Energy relative to the most stable one, in eV: A 0.000; B 1.647